Computed, not measured: 3 unconnected molecules or ions with the total composition C5H15NO2 at a distorted geometry, with the ωB97M-V functional and the def2-TZVPD basis.

Summary:
- Max |F|: 0.078 Eh/bohr
- Total charge: -1
- Expectation value of S²: 0.750
- Energy above the lowest of the compared OMol25 structures with the same formula, charge and spin: 52.8 kcal/mol
- Multiplicity: 2
- Lowest unoccupied orbital energy (spin up / spin down): 0.10873 / 0.11827 hartree

Bonds (Å) are listed after each position.
Positions of all 23 atoms, in Å:
1 C -1.26 -2.61 0.48  C2 1.504, H7 1.044, H8 1.066, H9 1.172
2 C -1.78 -1.35 1.11  C1 1.504, C3 1.552, H10 1.145, H11 1.041
3 C -0.56 -0.40 1.30  C2 1.552, C4 1.483, H12 1.084, H13 1.118
4 C -0.39 0.66 0.28  C3 1.483, C5 1.340, H14 1.080
5 C -1.26 0.82 -0.73  C4 1.340, N6 1.423, H15 1.118
6 N -1.06 1.93 -1.61  C5 1.423, H16 0.976, H17 0.993
7 H -0.96 -3.42 1.08  C1 1.044
8 H -0.39 -2.33 -0.07  C1 1.066
9 H -2.10 -2.84 -0.30  C1 1.172
10 H -2.45 -0.90 0.30  C2 1.145
11 H -2.48 -1.47 1.88  C2 1.041
12 H -0.60 0.08 2.26  C3 1.084
13 H 0.38 -1.00 1.20  C3 1.118
14 H 0.46 1.31 0.36  C4 1.080
15 H -2.06 0.05 -0.81  C5 1.118
16 H -1.88 2.45 -1.73  N6 0.976
17 H -0.46 2.68 -1.38  N6 0.993
18 H 4.97 -2.61 0.84  O20 0.949
19 H 5.04 -3.52 2.08  O20 0.953
20 O 5.22 -3.48 1.14  H18 0.949, H19 0.953
21 H 1.88 4.95 -2.27  O23 0.986
22 H 0.67 5.91 -2.60  O23 0.929
23 O 1.07 5.10 -2.81  H21 0.986, H22 0.929